A 2-piece molecular cluster, CH3Cl2FSi overall in a non-equilibrium geometry, computed with ωB97M-V with the def2-TZVPD basis set.

Values from the calculation:
Electronic energy ... -1349.519358 a.u.
⟨S²⟩ ... 2.0051
Relative energy (zero: lowest compared OMol25 entry of this formula, charge and spin) ... 141.35 kJ/mol
Spin multiplicity ... 3
Total charge ... 0
Frontier orbital gap (spin up / spin down) ... 7.29 / 6.31 eV
Largest force on an atom ... 4.00 eV/A

XYZ file:
```
8
Properties=species:S:1:pos:R:3:forces:R:3:lowdin_spin:R:1
C 0.7276 -0.4497 0.5635 -1.2 3.8 0.5 0.07
F 1.7758 0.2421 1.2501 -0.4 -0.6 -0.2 0.04
Si -0.2310 0.7903 -0.5795 1.0 -2.3 0.4 0.57
Cl -2.4946 -1.3838 -0.1764 -0.4 -0.4 0.1 1.07
Cl 0.2245 0.8443 -2.5139 0.4 0.3 -1.2 0.16
H 1.0934 -1.3759 0.2475 0.3 -1.3 -0.7 0.00
H -0.1449 -0.5274 1.2366 0.7 -0.6 0.5 0.02
H -0.9508 1.8601 -0.0279 -0.3 1.1 0.6 0.07
```
Positions in Å, forces in eV/Å.

=====

A 2-piece molecular cluster, C5H15N2O overall in a non-equilibrium geometry, computed with ωB97M-V with the def2-TZVPD basis set.

Values from the calculation:
Electronic energy ... -383.823851 a.u.
Relative energy (zero: lowest compared OMol25 entry of this formula, charge and spin) ... 596.46 kJ/mol
Spin multiplicity ... 1
Total charge ... +1
Frontier orbital gap ... 4.71 eV
Largest force on an atom ... 2.81 eV/A

XYZ file:
```
23
Properties=species:S:1:pos:R:3:forces:R:3:mulliken_charge:R:1
N -4.0640 0.3509 -2.6410 -1.2 0.3 0.7 -0.63
C -0.5366 -0.2943 0.8735 0.1 2.4 -1.4 -0.02
C -1.4238 -0.3758 -0.3228 0.6 0.6 -1.8 -0.64
O -1.4703 0.8916 -1.1192 0.9 -1.6 1.9 -0.48
C 0.7809 0.4293 0.7063 -0.8 -1.3 0.8 -0.56
N 1.9984 -0.4588 0.5449 -1.3 -0.7 0.6 -0.16
C 2.2639 -1.3688 1.7116 -1.7 1.0 -0.1 -0.82
C 3.0554 0.5015 0.3824 -0.5 0.3 1.3 -0.88
H -4.3752 -0.3210 -3.3457 0.2 0.7 0.2 0.22
H -4.7701 1.1075 -2.4948 0.9 -1.1 -0.5 0.22
H -3.1620 0.7516 -2.8331 0.0 0.0 -0.4 0.22
H -1.1260 -0.4396 1.7673 0.8 -0.8 0.8 0.41
H -2.4236 -0.5921 -0.0298 -0.9 -0.4 0.1 0.44
H -1.0695 -1.1997 -1.0430 -0.3 0.9 0.9 0.32
H -1.7518 1.5730 -0.4802 -0.1 -0.1 -0.5 0.32
H 0.6190 0.9577 -0.2019 0.4 0.2 -1.1 0.61
H 0.9409 1.2609 1.4386 -0.3 -1.0 0.5 0.47
H 2.3852 -0.7045 2.6278 0.2 -1.3 -0.7 0.36
H 3.0288 -2.1286 1.5090 0.4 0.9 0.0 0.32
H 1.3678 -2.0065 1.7947 0.1 0.3 0.4 0.27
H 3.1768 0.9825 1.4182 0.5 0.0 -1.6 0.36
H 2.6512 1.1923 -0.3792 1.2 0.0 0.3 0.33
H 3.9049 -0.1091 0.1164 0.6 0.6 -0.3 0.33
```
Positions in Å, forces in eV/Å.

=====

One molecule with the formula C12H21NO5 in a non-equilibrium geometry, computed with ωB97M-V with the def2-TZVPD basis set.

Values from the calculation:
Structure (SMILES) ... CCCCCCC(=O)O[C@@H](O)N(C(C)=O)C(C)=O
Electronic energy ... -900.816721 a.u.
Relative energy (zero: lowest compared OMol25 entry of this formula, charge and spin) ... 0.00 kJ/mol
Spin multiplicity ... 1
Total charge ... 0
Frontier orbital gap ... 10.76 eV
Largest force on an atom ... 1.50 eV/A

XYZ file:
```
39
Properties=species:S:1:pos:R:3:forces:R:3:mulliken_charge:R:1
C -2.6549 -2.0243 -0.2538 0.1 0.0 0.1 -0.92
C -2.9600 -1.0049 0.8650 0.1 -0.2 0.1 -0.71
C -2.0652 0.2434 0.8668 0.0 0.0 0.0 0.48
C -2.5394 1.4037 -0.0163 0.0 0.0 0.0 -0.82
C -2.5550 1.1937 -1.5352 -0.1 0.1 -0.1 -0.63
C -1.2166 1.4472 -2.2487 0.0 0.1 0.0 -0.66
C -0.1046 0.4907 -1.9076 0.0 0.3 0.3 0.82
O 0.0211 -0.6085 -2.3488 0.0 -0.5 -0.3 -0.60
O 0.7992 1.0343 -1.0285 0.1 0.2 0.0 -0.36
C 2.1105 0.5301 -1.0621 0.4 0.3 -0.1 -0.36
O 2.8886 1.5240 -1.6402 -0.1 -0.2 -0.2 -0.56
N 2.5335 0.3114 0.3353 0.0 -0.5 0.0 0.37
C 3.7684 -0.4037 0.4141 -0.3 0.3 0.2 0.73
C 3.7694 -1.7102 1.1651 0.0 0.1 0.3 -1.07
O 4.7414 0.0193 -0.1486 0.3 -0.1 -0.5 -0.57
C 1.4989 -0.1659 1.2257 0.9 1.0 0.3 0.61
C 1.4330 0.5601 2.5382 0.1 -0.1 0.2 -1.41
O 0.7531 -1.0305 0.9152 -0.8 -1.2 -0.4 -0.53
H -3.5654 -2.5129 -0.6136 0.1 0.1 0.0 0.29
H -2.1332 -1.5777 -1.1038 -0.1 -0.1 0.1 0.14
H -1.9954 -2.8132 0.1232 -0.1 0.1 -0.1 0.29
H -4.0177 -0.7098 0.8560 0.2 0.0 -0.1 0.35
H -2.8023 -1.5199 1.8204 -0.1 0.1 -0.1 0.37
H -1.0433 -0.0681 0.6229 -0.4 0.2 0.0 -0.65
H -2.0290 0.6356 1.8927 0.0 -0.1 -0.1 0.43
H -1.9193 2.2866 0.1973 -0.1 -0.1 0.0 0.36
H -3.5604 1.6624 0.2966 0.1 0.0 0.0 0.42
H -2.9369 0.2058 -1.8077 0.0 0.1 0.1 0.29
H -3.2597 1.9176 -1.9630 0.1 -0.1 0.0 0.33
H -1.3624 1.3268 -3.3274 0.0 0.1 0.1 0.41
H -0.8771 2.4679 -2.0535 0.0 -0.1 0.0 0.23
H 2.1568 -0.3976 -1.6415 -0.1 0.1 0.1 0.57
H 3.6579 1.1209 -2.0666 -0.1 0.1 0.3 0.34
H 2.9669 -2.3583 0.8017 0.1 0.1 0.0 0.30
H 3.5815 -1.5385 2.2331 0.0 0.0 -0.1 0.32
H 4.7464 -2.1764 1.0396 -0.1 0.1 0.1 0.36
H 0.6503 1.3224 2.4477 0.1 0.0 0.0 0.32
H 1.1424 -0.1326 3.3318 0.0 0.1 -0.1 0.36
H 2.3785 1.0491 2.7782 -0.1 0.0 0.0 0.39
```
Positions in Å, forces in eV/Å.

=====

A 3-piece molecular cluster, C39H50ClN3O5P overall in a non-equilibrium geometry, computed with ωB97M-V with the def2-TZVPD basis set.

Values from the calculation:
Electronic energy ... -2857.760635 a.u.
Relative energy (zero: lowest compared OMol25 entry of this formula, charge and spin) ... 0.00 kJ/mol
Spin multiplicity ... 1
Total charge ... +1
Frontier orbital gap ... 7.78 eV
Largest force on an atom ... 2.13 eV/A

XYZ file:
```
99
Properties=species:S:1:pos:R:3:forces:R:3:mulliken_charge:R:1
C 1.1316 -4.4858 -2.3056 -0.1 0.3 0.1 -1.05
C 0.1042 -4.1653 -1.2497 0.7 0.0 -0.4 0.70
O -0.8419 -4.8821 -1.0675 -0.7 -0.4 0.4 -0.58
N 0.3535 -3.0306 -0.4892 -0.9 0.3 -0.1 -0.17
C -0.7432 -2.6596 0.4342 0.6 -0.1 -0.5 -0.62
C -0.5324 -1.2535 1.0016 -1.0 -0.1 -0.1 -0.46
C -1.4942 -0.2411 0.3368 0.6 0.1 0.3 -1.08
C -0.7641 0.4498 -0.8261 -1.0 -1.4 -0.6 -0.16
C -1.5428 1.1948 -1.9647 -0.2 1.3 1.4 3.05
C -0.6752 2.4426 -2.2347 -0.8 -0.1 -0.2 -2.69
C 0.8066 2.3576 -2.6509 0.6 0.4 -0.5 -0.07
C 1.1612 1.8713 -4.0642 -0.3 0.4 0.2 -1.67
O 1.6956 1.8510 -1.6652 -0.3 -0.2 0.0 -0.33
C 2.1391 0.5055 -1.7333 0.2 -0.5 0.7 0.83
C 3.6001 0.3444 -2.0321 0.8 0.0 -0.1 -0.08
C 4.0977 0.0521 -3.3005 -0.2 0.1 -0.2 -0.03
C 5.4568 -0.1004 -3.5557 -0.2 0.2 0.7 -0.97
C 6.3555 0.0289 -2.4986 -0.5 -0.1 -0.4 -0.43
C 5.8756 0.2842 -1.2184 0.2 0.0 -0.2 -0.84
C 4.5175 0.4451 -0.9820 0.0 -0.1 -0.3 -0.32
C -3.0340 1.3759 -1.5333 -0.2 0.1 -0.1 -0.56
P -4.1328 2.8630 -1.8745 -0.7 -0.3 0.1 -0.13
O -4.2104 3.0929 -3.4928 0.4 -0.1 0.2 -0.40
Cl -2.9212 4.4411 -1.3746 -0.2 -0.1 0.0 -0.21
C -3.6992 0.0024 -1.8947 -0.1 -0.1 -0.3 -1.10
C -2.5622 -0.7895 -2.5971 -1.9 -0.6 0.5 1.18
C -2.8568 -2.0219 -3.4580 0.2 0.0 -0.8 -1.51
O -4.1876 -2.4417 -3.2083 0.0 0.2 0.2 -0.33
N -4.4027 -3.6837 -3.9306 0.0 -0.3 0.0 0.09
O -5.3213 -4.2362 -3.5166 -0.1 0.2 -0.1 -0.27
N -1.7764 0.3071 -3.2116 1.5 -1.2 0.9 0.10
C -2.4133 0.8784 -4.4116 -0.4 0.6 -1.0 1.84
C -1.8377 1.9298 -5.1108 0.4 0.2 0.1 0.19
C -2.4112 2.4395 -6.2632 -0.5 -0.3 -0.2 -1.38
C -3.5971 1.9160 -6.7614 0.4 0.0 0.5 -0.63
C -4.2085 0.8901 -6.0500 0.3 0.4 -0.3 -1.07
C -3.6233 0.3877 -4.9004 -0.2 -0.3 0.3 -1.06
H 1.5797 -5.4320 -2.0242 0.1 -0.1 -0.1 0.33
H 0.6274 -4.6069 -3.2592 0.0 -0.1 -0.1 0.30
H 1.9012 -3.7255 -2.3872 0.2 0.0 0.0 0.30
H 0.5600 -2.2669 -1.1227 0.6 0.1 0.2 -0.08
H -0.7917 -3.4163 1.2071 0.1 -0.1 0.2 0.67
H -1.6901 -2.7425 -0.1046 -0.2 0.0 0.1 0.20
H 0.5021 -0.9482 0.8738 0.2 0.1 0.3 -0.26
H -0.7848 -1.2863 2.0551 0.3 0.1 0.3 0.52
H -2.3828 -0.7985 0.0693 -0.2 0.1 -0.1 -0.13
H -1.7995 0.5010 1.0705 0.0 0.2 0.0 0.81
H -0.0592 1.1165 -0.3577 0.3 0.2 -0.3 1.42
H -0.2208 -0.3509 -1.3318 0.4 0.1 0.0 -1.47
H -1.2131 3.1171 -2.8948 0.2 0.0 -0.3 1.02
H -0.6941 2.9931 -1.3003 0.1 -0.1 0.3 0.65
H 1.0863 3.4079 -2.6948 0.0 0.2 0.2 0.43
H 0.9757 2.6942 -4.7502 -0.2 0.0 -0.2 0.53
H 0.5889 1.0181 -4.4169 0.3 -0.3 -0.1 0.18
H 2.2271 1.7084 -4.1381 0.1 -0.3 0.1 0.65
H 1.5327 -0.1468 -2.3658 0.0 0.3 -0.5 0.04
H 2.0099 0.0918 -0.7291 -0.1 0.0 0.1 -0.28
H 3.4028 -0.0415 -4.1254 0.0 -0.1 -0.1 0.37
H 5.7926 -0.3056 -4.5571 0.1 -0.1 -0.2 0.42
H 7.4104 -0.0767 -2.6958 0.1 0.0 0.1 0.41
H 6.5965 0.3498 -0.4177 -0.1 0.1 0.2 0.42
H 4.1590 0.6402 0.0184 0.0 0.0 0.1 0.60
H -3.2068 1.4093 -0.4583 0.9 0.3 0.3 0.47
H -4.9405 2.5545 -3.8239 -0.1 0.2 -0.2 0.34
H -3.9667 -0.5752 -1.0176 -0.1 0.2 0.2 0.59
H -4.6393 0.1093 -2.4266 0.1 0.0 -0.4 0.46
H -2.0559 -1.2512 -1.7615 0.9 0.6 -0.1 -0.20
H -2.1696 -2.8281 -3.2092 0.1 -0.1 0.3 0.57
H -2.6957 -1.8254 -4.5189 -0.1 0.0 -0.1 0.47
H -0.8485 -0.0917 -3.3969 -0.1 0.3 -0.6 0.60
H -0.9398 2.4113 -4.7801 0.0 -0.1 0.1 0.09
H -1.9372 3.2523 -6.7864 0.2 0.1 0.0 0.48
H -4.0120 2.3221 -7.6686 -0.2 -0.1 -0.1 0.45
H -5.1366 0.4772 -6.4073 -0.2 -0.2 0.1 0.48
H -4.1642 -0.3935 -4.3993 -0.1 -0.1 0.0 0.37
C 1.7876 1.5634 4.5048 0.0 0.0 0.0 -0.87
C 1.3489 1.0851 5.7318 0.0 0.0 0.0 -0.13
C 1.2288 -0.2817 5.9437 0.0 0.0 0.0 -0.25
C 1.5555 -1.1728 4.9304 0.0 0.0 0.0 -0.56
C 1.9972 -0.6946 3.7048 0.0 0.0 -0.1 -0.39
C 2.1097 0.6729 3.4900 0.0 0.0 0.0 -0.03
H 1.8800 2.6293 4.3406 0.0 0.0 0.0 0.38
H 1.1009 1.7796 6.5246 0.0 0.0 0.0 0.35
H 0.8821 -0.6524 6.8999 0.0 0.0 0.0 0.33
H 1.4666 -2.2385 5.0972 0.0 0.0 0.0 0.39
H 2.2553 -1.3897 2.9147 0.0 0.0 0.0 0.41
H 2.4519 1.0462 2.5318 0.0 0.0 0.0 0.38
C 0.7039 0.6165 9.6731 0.0 0.0 0.0 -0.07
C -0.0560 0.3742 10.8088 0.0 0.0 0.0 -0.61
C 0.5587 -0.0602 11.9745 0.0 0.0 0.0 -0.33
C 1.9339 -0.2451 12.0063 0.0 0.0 0.0 -0.40
C 2.6940 0.0001 10.8714 0.0 0.0 0.0 -0.46
C 2.0792 0.4276 9.7031 0.0 0.0 0.0 -0.17
H 0.2224 0.9539 8.7631 0.0 0.0 0.0 0.26
H -1.1278 0.5241 10.7857 0.0 0.0 0.0 0.35
H -0.0340 -0.2541 12.8589 0.0 0.0 0.0 0.36
H 2.4135 -0.5800 12.9168 0.0 0.0 0.0 0.36
H 3.7666 -0.1424 10.8974 0.0 0.0 0.0 0.36
H 2.6721 0.6143 8.8160 0.0 0.0 0.0 0.35
```
Positions in Å, forces in eV/Å.